A structure of composition C22H22B2F4N7O4PtS3. Source: the OMol25 dataset; level of theory: ωB97M-V/def2-TZVPD.

```
! wB97M-V def2-TZVPD RIJCOSX def2/J DEFGRID3
* xyz 1 5
Pt 0.171 -0.468 -1.084
C 0.778 3.026 -3.417
C 0.833 1.729 -2.694
N -0.192 1.185 -2.136
O -1.384 1.772 -2.072
B -2.585 0.836 -1.815
F -3.662 1.645 -1.793
F -2.561 -0.157 -2.762
O -2.569 0.161 -0.422
N -1.588 -0.715 -0.202
C -1.652 -1.633 0.702
C -2.871 -1.905 1.506
C -0.369 -2.371 0.902
N 0.585 -1.981 0.128
O 1.823 -2.433 0.255
B 2.730 -2.292 -0.996
F 2.082 -2.902 -2.042
F 3.919 -2.797 -0.622
O 3.024 -0.827 -1.399
N 1.988 -0.108 -1.815
C 2.112 0.980 -2.495
C 3.419 1.505 -2.968
C -0.160 -3.425 1.930
H -0.256 3.309 -3.596
H 1.313 2.957 -4.364
H 1.255 3.808 -2.823
H -3.700 -1.306 1.140
H -2.697 -1.669 2.558
H -3.132 -2.962 1.442
H 4.200 0.772 -2.790
H 3.666 2.423 -2.431
H 3.376 1.743 -4.030
H -1.055 -3.594 2.521
H 0.665 -3.142 2.585
H 0.134 -4.357 1.444
N -0.243 -1.742 -2.960
C -0.632 -2.180 -4.126
C -0.966 -1.254 -5.161
C -1.420 -1.725 -6.366
C -1.548 -3.098 -6.589
C -1.200 -4.015 -5.595
C -0.740 -3.581 -4.377
H -0.876 -0.196 -4.963
H -1.687 -1.026 -7.148
H -1.920 -3.454 -7.539
H -1.289 -5.076 -5.786
H -0.452 -4.270 -3.596
S -2.821 1.974 4.863
C -1.518 1.933 3.885
S -1.557 1.506 2.199
C 0.174 1.583 2.131
N 0.717 1.988 3.290
N -0.192 2.179 4.217
C 0.281 2.542 5.524
C -0.351 3.547 6.242
C 0.150 3.881 7.490
C 1.258 3.222 8.000
C 1.885 2.228 7.260
C 1.401 1.884 6.010
S 1.156 1.271 0.814
H -1.195 4.077 5.829
H -0.327 4.667 8.058
H 1.642 3.490 8.975
H 2.752 1.718 7.656
H 1.879 1.118 5.416
*
```

Output
⟨S²⟩ = 6.11
Calculated total energy = -89762.586 eV
Kohn-Sham gap (alpha / beta) = 7.25 / 5.75 eV

***

A structure of composition C22H22Cl2NOSe3SiTbTe at a distorted geometry. Source: the OMol25 dataset; level of theory: ωB97M-V/def2-TZVPD.

```
! wB97M-V def2-TZVPD RIJCOSX def2/J DEFGRID3
* xyz -2 7
Tb 0.339 -2.800 0.619
Se 2.268 -4.844 -0.047
Se 3.653 -4.696 1.833
Te 2.977 -2.538 3.158
Se 0.555 -3.008 3.405
Cl -0.259 -4.099 -2.620
C -1.946 -3.942 -2.383
C -2.894 -3.951 -3.372
C -4.249 -3.725 -3.098
C -4.720 -3.665 -1.783
C -3.788 -3.706 -0.746
Cl -4.289 -3.577 0.883
C -2.366 -3.775 -0.967
N -1.548 -3.580 -0.009
H -2.583 -4.164 -4.417
H -4.914 -3.700 -3.962
H -5.781 -3.564 -1.615
C -1.277 2.860 0.820
C -1.163 1.358 0.641
C -2.155 0.933 -0.479
C -1.612 0.575 1.880
Si 0.615 0.841 0.260
O 0.567 -0.775 0.132
C 1.718 1.333 1.692
C 1.655 0.631 2.917
C 2.181 1.172 4.110
C 2.879 2.390 4.057
C 3.113 3.017 2.817
C 2.470 2.528 1.674
C 1.326 1.546 -1.307
C 1.553 2.909 -1.531
C 2.348 3.348 -2.589
C 2.821 2.485 -3.554
C 2.568 1.131 -3.374
C 1.868 0.656 -2.232
H -2.322 3.156 1.044
H -1.029 3.368 -0.104
H -0.550 3.193 1.577
H -3.158 0.972 -0.086
H -2.033 -0.076 -0.863
H -2.149 1.612 -1.314
H -2.586 0.998 2.177
H -0.962 0.650 2.750
H -1.757 -0.470 1.649
H 1.228 -0.350 3.014
H 1.981 0.724 5.103
H 3.302 2.756 4.972
H 3.704 3.912 2.690
H 2.677 3.029 0.692
H 1.176 3.654 -0.773
H 2.615 4.388 -2.617
H 3.359 2.848 -4.417
H 2.968 0.430 -4.124
H 1.607 -0.398 -2.185
*
```

Output
⟨S²⟩ = 12.10
Calculated total energy = -285398.851 eV
Kohn-Sham gap (alpha / beta) = 4.10 / 4.11 eV

***

A structure of composition C22H22ClN7O2Pt at a distorted geometry. Source: the OMol25 dataset; level of theory: ωB97M-V/def2-TZVPD.

```
! wB97M-V def2-TZVPD RIJCOSX def2/J DEFGRID3
* xyz 2 3
Pt 0.045 0.384 0.017
Cl 4.858 4.172 -3.773
C 4.020 3.101 -2.787
C 4.632 1.886 -2.390
C 3.946 1.021 -1.609
C 2.593 1.304 -1.191
O 2.006 0.416 -0.521
C 2.002 2.578 -1.558
C 0.712 3.031 -1.077
N -0.096 2.353 -0.359
C -1.292 2.916 0.172
C -1.533 4.252 0.344
C -2.781 4.689 0.823
C -3.764 3.787 1.114
C -3.529 2.400 0.968
C -4.508 1.418 1.230
C -4.202 0.102 1.040
C -2.909 -0.252 0.639
N -1.953 0.630 0.416
C -2.267 1.968 0.532
C 2.722 3.434 -2.348
H 5.640 1.664 -2.716
H 4.381 0.085 -1.284
H 0.429 4.046 -1.342
H -0.761 4.985 0.141
H -2.957 5.748 0.953
H -4.730 4.121 1.473
H -5.495 1.715 1.566
H -4.930 -0.679 1.207
H -2.668 -1.287 0.491
H 2.295 4.386 -2.641
C -0.349 -2.306 1.558
N -0.218 -3.735 1.598
C -0.900 -4.336 0.446
N -0.324 -3.851 -0.817
C -0.466 -2.423 -0.892
N 0.216 -1.725 0.270
C 1.678 -2.174 0.231
N 1.800 -3.602 0.298
C 1.204 -4.095 1.544
C 1.102 -4.203 -0.842
H 0.190 -1.861 2.391
H -1.395 -2.046 1.640
H -1.966 -4.099 0.481
H -0.788 -5.417 0.492
H -1.524 -2.169 -0.881
H -0.024 -2.051 -1.816
H 2.192 -1.707 1.071
H 2.112 -1.823 -0.700
H 1.724 -3.655 2.395
H 1.305 -5.177 1.589
H 1.206 -5.285 -0.800
H 1.546 -3.845 -1.772
O 1.282 0.264 2.733
N 0.494 0.950 2.251
*
```

Output
⟨S²⟩ = 2.03
Calculated total energy = -53449.112 eV
Kohn-Sham gap (alpha / beta) = 6.70 / 4.95 eV

***

A structure of composition C22H22FeN7S2 at a distorted geometry. Source: the OMol25 dataset; level of theory: ωB97M-V/def2-TZVPD.

```
! wB97M-V def2-TZVPD RIJCOSX def2/J DEFGRID3
* xyz 2 6
Fe 0.124 0.752 -0.530
C 1.031 -4.849 0.296
C -0.361 -4.629 0.202
C -0.857 -3.344 0.219
C -0.038 -2.226 0.368
C 1.351 -2.424 0.247
C 1.859 -3.705 0.323
N -0.533 -0.951 0.579
C -1.609 -0.720 1.357
C -2.161 -1.627 2.261
C -3.274 -1.258 2.987
C -3.900 -0.005 2.800
C -3.444 0.834 1.901
C -2.335 0.482 1.187
N -1.899 1.220 0.081
N -2.536 2.152 -0.420
C -1.831 2.867 -1.449
C -2.387 3.844 -2.223
C -1.584 4.438 -3.203
C -0.267 4.071 -3.296
C 0.262 3.128 -2.455
N -0.511 2.565 -1.554
H 1.493 -5.842 0.164
H -0.981 -5.435 0.013
H -1.975 -3.300 0.100
H 2.119 -1.666 0.101
H 2.928 -3.851 0.293
H -1.712 -2.627 2.445
H -3.614 -2.049 3.595
H -4.790 0.196 3.373
H -3.877 1.726 1.672
H -3.436 4.127 -2.155
H -2.062 5.048 -4.036
H 0.370 4.473 -4.100
H 1.294 2.735 -2.457
C 4.405 1.732 3.384
N 3.770 1.965 2.101
C 2.784 1.189 1.628
N 2.130 0.332 2.389
S 2.431 1.454 -0.071
H 5.064 2.599 3.695
H 4.870 0.746 3.489
H 3.650 1.826 4.121
H 4.114 2.635 1.464
H 2.403 0.179 3.341
H 1.572 -0.394 1.907
S -0.809 -1.641 -4.185
C 0.820 -1.232 -4.252
C 1.129 -0.677 -3.036
N 0.162 -0.686 -2.059
C -0.955 -1.154 -2.586
H 1.379 -1.320 -5.204
H 2.146 -0.406 -2.721
H -1.921 -1.298 -2.088
*
```

Output
⟨S²⟩ = 8.82
Calculated total energy = -89645.133 eV
Kohn-Sham gap (alpha / beta) = 6.87 / 6.42 eV

***

The molecule C22H22N2O6. Source: the OMol25 dataset; level of theory: ωB97M-V/def2-TZVPD.

```
! wB97M-V def2-TZVPD RIJCOSX def2/J DEFGRID3
* xyz 0 1
C -2.521 -4.751 4.625
O -3.563 -4.484 3.713
C -3.342 -4.532 2.368
C -4.487 -4.727 1.598
C -4.432 -4.776 0.220
C -3.214 -4.636 -0.420
C -2.067 -4.429 0.325
C -2.111 -4.366 1.712
O -0.989 -4.103 2.483
C 0.276 -4.227 1.883
C 0.664 -3.056 0.971
O 1.531 -3.158 0.138
N -0.057 -1.934 1.248
C -0.009 -0.685 0.643
C -0.929 0.275 1.073
C -0.951 1.551 0.532
C -0.030 1.851 -0.453
C 0.889 0.891 -0.887
C 0.922 -0.379 -0.359
C 1.733 1.511 -1.943
O 2.639 1.039 -2.578
N 1.256 2.808 -2.077
C 1.805 3.772 -2.998
C 3.167 4.326 -2.523
C 3.059 5.076 -1.193
C 2.610 6.464 -1.649
C 3.203 6.573 -3.063
O 3.650 5.278 -3.444
C 0.203 3.095 -1.216
O -0.364 4.157 -1.152
H -3.013 -4.889 5.588
H -1.814 -3.921 4.695
H -1.980 -5.664 4.362
H -5.421 -4.841 2.124
H -5.335 -4.931 -0.350
H -3.147 -4.678 -1.495
H -1.128 -4.300 -0.191
H 0.378 -5.163 1.321
H 0.990 -4.248 2.714
H -0.757 -2.041 1.975
H -1.639 0.012 1.844
H -1.663 2.288 0.867
H 1.633 -1.113 -0.700
H 1.081 4.584 -3.087
H 1.948 3.296 -3.971
H 3.888 3.503 -2.494
H 2.359 4.614 -0.501
H 4.042 5.124 -0.722
H 2.975 7.253 -0.996
H 1.522 6.517 -1.678
H 4.073 7.236 -3.095
H 2.465 6.936 -3.788
*
```

Output
Calculated total energy = -38436.881 eV
SMILES string = COc1ccccc1OCC(=O)Nc1ccc2c(c1)C(=O)N(C[C@@H]1CCCO1)C2=O
Kohn-Sham gap = 8.30 eV

***

A structure of composition C22H22N3O2Tc at a distorted geometry. Source: the OMol25 dataset; level of theory: ωB97M-V/def2-TZVPD.

```
! wB97M-V def2-TZVPD RIJCOSX def2/J DEFGRID3
* xyz 3 2
Tc -0.556 0.654 0.288
C -2.791 3.652 1.365
C -3.037 2.620 2.272
C -2.009 1.779 2.641
C -0.706 1.985 2.100
C -0.464 3.074 1.207
C -1.511 3.872 0.815
H -3.600 4.326 1.099
H -4.022 2.500 2.708
H -2.170 0.996 3.375
H 0.144 1.535 2.620
H 0.555 3.331 0.948
H -1.345 4.710 0.148
O 5.449 -3.767 -0.336
N 4.266 -3.876 -0.143
O 3.668 -4.918 0.039
C 3.447 -2.640 -0.241
C 4.053 -1.563 -0.769
C 3.339 -0.327 -0.907
C 3.887 0.839 -1.492
C 3.121 1.977 -1.603
C 1.823 1.970 -1.109
N 1.285 0.878 -0.531
C 2.039 -0.266 -0.458
C 1.407 -1.412 0.084
N 0.086 -1.243 0.455
C -0.592 -2.291 0.970
C 0.007 -3.527 1.114
C 1.324 -3.704 0.744
C 2.072 -2.618 0.202
H 5.086 -1.642 -1.082
H 4.907 0.826 -1.861
H 3.507 2.875 -2.066
H 1.193 2.845 -1.186
H -1.622 -2.124 1.255
H -0.567 -4.348 1.522
H 1.797 -4.667 0.863
C -3.250 -0.040 0.081
C -2.733 -0.005 -1.372
C -2.413 -1.371 -1.980
C -1.585 0.991 -1.419
H -3.856 0.829 0.331
H -2.455 -0.053 0.887
H -3.822 -0.942 0.302
H -3.520 0.441 -1.986
H -1.499 -1.815 -1.588
H -2.292 -1.283 -3.059
H -3.232 -2.069 -1.802
H -0.925 0.994 -2.288
H -1.890 2.012 -1.157
*
```

Output
⟨S²⟩ = 0.78
Calculated total energy = -33902.064 eV
Kohn-Sham gap (alpha / beta) = 5.87 / 6.30 eV